Entry 1:
70
Properties=species:S:1:pos:R:3:forces:R:3 method="wB97M-V/def2-TZVPD" total_charge=+4 de_lowest_kcal_mol=155.8 e_homo_ev="-15.94 / -15.94" spin_multiplicity=5 energy_ha=-2247.13508 e_lumo_ev="-12.01 / -12.95" max_force_ev_per_a=13.3
P -0.141781 3.515943 -0.916350 1.4 -0.1 1.4
C 1.086138 4.530318 -0.073994 0.3 0.5 0.0
H 0.654238 5.537893 0.041067 0.2 -0.2 0.0
H 1.996655 4.616752 -0.685416 -0.2 -0.1 0.3
H 1.336823 4.128018 0.915585 -0.1 0.1 -0.2
C 0.466855 3.264716 -2.583518 -0.3 -0.2 -0.6
H -0.334582 2.982255 -3.278979 0.2 0.2 0.1
H 1.243227 2.481465 -2.604670 -0.2 0.3 0.2
H 0.928682 4.206446 -2.918874 -0.2 -0.2 0.1
C -1.702410 4.352977 -0.634460 -0.8 -0.4 0.0
H -1.645590 5.351233 -1.094391 0.1 -0.3 0.0
H -1.857711 4.491552 0.449910 0.2 -0.1 -0.4
H -2.569652 3.818760 -1.045157 0.3 0.2 0.1
P -3.412698 -1.185549 2.993842 0.4 0.1 -1.0
C -2.007987 -0.465462 3.917185 0.4 0.3 0.1
H -2.106620 -0.808768 4.960944 0.2 0.2 -0.2
H -2.026559 0.654738 3.884140 -0.4 -1.0 0.1
H -0.994160 -0.749406 3.520760 -1.2 -0.2 0.2
C -5.033136 -0.393127 2.964186 -0.8 0.6 -0.4
H -5.623854 -0.746527 2.079815 0.7 -0.1 0.7
H -5.001582 0.714859 2.850448 0.4 -0.7 0.3
H -5.633553 -0.621569 3.855536 0.2 0.0 0.0
C -3.503528 -2.968054 2.672212 0.2 -0.8 -0.5
H -3.801994 -3.537741 3.566065 0.1 0.2 -0.1
H -2.560752 -3.428867 2.278949 -0.5 0.7 0.6
H -4.265342 -3.171610 1.879968 0.3 0.4 0.7
P 1.866486 -2.992373 -1.422115 0.8 -0.6 1.2
C 3.410594 -3.545427 -0.673023 0.0 0.1 0.1
H 3.974140 -4.080147 -1.456071 -0.1 0.1 0.2
H 3.206487 -4.237580 0.154615 0.1 0.2 -0.2
H 3.995071 -2.691244 -0.316177 -0.1 -0.2 0.0
C 1.165952 -4.549599 -1.978160 -0.7 -0.2 -0.5
H 1.930603 -5.061839 -2.583713 -0.1 0.2 0.1
H 0.249667 -4.446709 -2.577705 0.3 0.0 0.2
H 0.948902 -5.194853 -1.109267 0.1 0.4 -0.2
C 2.337700 -1.736906 -2.624488 -0.3 0.7 -0.3
H 2.785340 -2.226518 -3.504423 -0.2 -0.1 0.3
H 3.105356 -1.072235 -2.191765 -0.3 -0.4 0.1
H 1.494382 -1.118108 -2.964814 0.2 -0.3 0.1
Pt -3.031942 -0.756857 -1.976420 -2.3 -1.2 13.0
C -0.197942 1.884390 -0.166311 -1.2 0.6 -0.9
O -0.242710 0.902573 0.468023 0.1 0.7 0.1
C 0.910945 -2.175735 -0.135954 0.6 0.5 -0.4
O 0.218833 -1.553403 0.582232 0.1 -1.1 -0.6
C -2.879653 -2.028316 -3.455057 -0.3 -1.2 -2.3
C -1.624663 -1.384354 -3.254475 2.5 -0.4 -2.1
C -1.545991 0.039808 -3.196582 3.1 0.7 -0.4
C -2.710818 0.843001 -3.043781 0.2 1.5 -2.6
C -3.927168 0.247983 -3.525576 -2.0 0.6 -1.7
C -4.009324 -1.173694 -3.713113 -1.9 -0.3 -2.3
H -3.005229 -3.093869 -3.261401 0.0 0.2 -0.6
H -0.739916 -1.983726 -3.065441 0.0 0.1 -0.3
H -0.567165 0.497760 -3.050423 -0.2 -0.2 0.1
H -2.676639 1.809747 -2.534046 0.0 0.0 -0.9
H -4.854158 0.812826 -3.604626 0.2 0.0 0.1
H -4.994691 -1.614292 -3.886562 0.4 0.2 -0.2
N 2.892824 0.860262 0.532767 -0.6 0.1 -2.3
C 3.408987 0.972757 1.790350 0.7 0.2 2.2
C 4.144581 2.125091 2.149877 -0.5 -0.6 0.0
C 4.621143 2.265873 3.451473 -0.1 -0.4 0.1
C 4.389321 1.259076 4.401781 -0.1 0.0 -0.2
C 3.684562 0.100826 4.040075 0.2 0.4 0.0
C 3.204159 -0.055026 2.741195 0.1 0.8 -0.4
H 2.895143 1.668558 -0.085722 0.2 -0.5 0.4
H 2.263043 0.108642 0.294104 0.2 0.3 0.3
H 4.317228 2.896857 1.393973 0.0 -0.2 0.3
H 5.175295 3.165361 3.722578 -0.1 -0.3 0.0
H 4.759660 1.375844 5.421846 -0.1 0.0 -0.4
H 3.507624 -0.685302 4.775968 0.1 0.2 -0.2
H 2.654855 -0.950361 2.441553 0.1 0.1 0.1

Entry 2:
20
Properties=species:S:1:pos:R:3:forces:R:3 method="wB97M-V/def2-TZVPD" total_charge=+1 de_lowest_kcal_mol=72.2 e_homo_ev=-13.11 energy_ha=-787.91815 e_lumo_ev=-5.34 max_force_ev_per_a=3.3
C 0.156468 -2.344687 0.301016 1.7 -1.1 0.0
C 0.950825 -1.450055 0.986342 0.4 -2.9 0.3
C -0.692919 -1.987853 -0.833943 -1.3 -0.6 0.3
C 1.135017 -0.158564 0.458271 0.1 1.0 -0.7
C -0.390439 -1.216812 -1.886123 -0.7 -2.3 1.2
C -1.182043 0.497518 0.502076 0.9 1.1 1.1
C 0.590351 1.851413 -0.615054 -0.3 2.8 -1.6
N 0.204054 0.565921 -0.079181 -0.4 1.6 2.8
Cl -1.541207 -0.585098 -2.938593 -0.1 0.1 -0.5
H 0.227559 -3.484435 0.527875 -0.2 2.2 0.0
H 1.689503 -1.891131 1.714683 -0.9 0.9 -0.8
H -1.689699 -2.427651 -0.633000 0.2 0.7 -0.6
H 2.096661 0.337856 0.403145 0.5 -0.6 0.1
H 0.641888 -1.129593 -2.071355 1.0 0.9 -0.7
H -1.839782 0.486736 -0.348346 -0.8 -0.1 0.1
H -1.188232 -0.400290 1.156396 -0.5 0.8 -0.6
H -1.310315 1.465612 1.167287 0.2 -1.9 -1.5
H 0.094294 2.076401 -1.649132 0.9 -0.8 1.8
H 0.266627 2.779618 0.030844 0.6 -2.1 -0.8
H 1.699343 1.859175 -0.741870 -1.0 0.2 0.0